[1]
The molecule CHF2O2P. Source: the Open Molecules 2025 dataset; level of theory: the ωB97M-V functional and the def2-TZVPD basis.

Structure (ORCA input):
```
! wB97M-V def2-TZVPD RIJCOSX def2/J DEFGRID3
* xyz 0 1
C 0.52 0.54 0.53
O -2.06 -1.24 -1.50
O -0.60 0.16 -0.09
F 1.53 0.73 -0.35
F 0.96 -0.41 1.38
P -0.70 -1.25 -1.05
H 0.36 1.47 1.09
*
```

* E_LUMO: -0.0272 Eh
* Kohn-Sham gap: 10.541 eV
* SMILES: O=POC(F)F
* relative energy (zero: lowest compared OMol25 entry of this formula, charge and spin): 0.0 kcal per mole

***

[2]
A cluster of 7 separate species, C45H82I2N3O20P2 in total. Source: the Open Molecules 2025 dataset; level of theory: the ωB97M-V functional and the def2-TZVPD basis.

Structure (ORCA input):
```
! wB97M-V def2-TZVPD RIJCOSX def2/J DEFGRID3
* xyz 1 1
C 5.39 1.75 4.93
C 4.47 2.76 4.15
O 5.16 3.36 3.06
C 4.54 4.60 2.68
C 3.05 4.32 2.29
O 2.56 5.17 1.26
C 1.13 5.24 1.28
C 0.43 3.85 1.43
O -0.95 3.84 1.10
C -1.26 4.27 -0.22
C -2.41 3.48 -0.94
P -2.64 4.61 -2.47
N -3.92 4.26 -3.36
O -1.26 4.86 -3.35
O -2.97 6.21 -1.98
C -3.85 3.68 -0.32
N -4.03 3.32 1.12
C -3.80 4.52 1.97
C -3.90 4.33 3.53
C -4.74 5.47 4.24
O -2.56 4.28 4.04
P -5.84 3.02 1.28
N -6.68 4.06 0.39
C -3.33 2.05 1.41
C -2.45 1.32 0.35
O -1.23 1.00 1.05
C -2.19 1.91 -1.11
C -3.00 1.23 -2.26
C -4.48 0.81 -2.11
C -4.72 -0.57 -2.87
O -5.07 0.67 -0.81
C -0.69 1.44 -1.39
I -0.03 1.93 -3.45
C -0.29 -0.10 -1.32
C -1.29 -1.23 -0.92
I 0.68 -0.94 -3.13
H 5.80 0.96 4.27
H 4.69 1.21 5.63
H 6.13 2.25 5.57
H 4.06 3.54 4.83
H 3.58 2.15 3.83
H 4.67 5.38 3.47
H 5.06 4.90 1.74
H 2.41 4.44 3.21
H 3.02 3.26 1.91
H 0.85 5.82 0.37
H 0.88 5.91 2.15
H 1.05 3.09 0.90
H 0.48 3.58 2.51
H -0.34 4.12 -0.86
H -1.40 5.38 -0.20
H -4.35 3.42 -2.98
H -1.44 4.51 -4.23
H -3.03 6.29 -1.03
H -4.24 4.72 -0.42
H -4.61 3.09 -0.89
H -4.65 5.22 1.71
H -2.89 5.11 1.75
H -4.40 3.37 3.80
H -5.72 5.07 4.60
H -4.94 6.33 3.57
H -4.18 5.81 5.14
H -2.33 5.14 4.41
H -6.16 1.67 0.99
H -6.26 3.25 2.63
H -7.24 3.49 -0.24
H -4.10 1.31 1.76
H -2.73 2.21 2.34
H -2.91 0.32 0.18
H -1.43 0.38 1.76
H -2.47 0.36 -2.73
H -2.96 1.94 -3.13
H -5.14 1.52 -2.69
H -5.83 -0.64 -2.98
H -4.33 -0.42 -3.90
H -4.29 -1.43 -2.33
H -6.02 0.82 -0.82
H 0.06 1.99 -0.79
H 0.55 -0.19 -0.59
H -0.72 -2.19 -0.97
H -1.66 -1.19 0.13
H -2.18 -1.38 -1.57
O -7.84 0.31 0.27
C -7.65 -0.69 0.92
O -8.08 -0.84 2.19
C -7.60 -2.09 2.71
C -7.31 -2.95 1.49
C -6.89 -1.91 0.47
H -6.70 -1.90 3.31
H -8.36 -2.53 3.35
H -6.57 -3.72 1.68
H -8.23 -3.44 1.16
H -5.82 -1.70 0.52
H -7.17 -2.20 -0.54
O -1.54 -3.19 -4.92
C -0.82 -3.51 -5.82
O -0.07 -4.63 -5.81
C 0.76 -4.67 -6.98
C 0.07 -3.77 -7.99
C -0.58 -2.73 -7.09
H 1.76 -4.31 -6.72
H 0.84 -5.69 -7.34
H 0.75 -3.35 -8.73
H -0.71 -4.33 -8.52
H 0.09 -1.90 -6.87
H -1.52 -2.36 -7.51
O -0.59 -5.32 0.51
C 0.13 -5.64 -0.40
O 0.88 -6.77 -0.40
C 1.71 -6.79 -1.59
C 1.01 -5.89 -2.58
C 0.36 -4.85 -1.67
H 2.70 -6.43 -1.32
H 1.79 -7.81 -1.95
H 1.68 -5.46 -3.32
H 0.23 -6.44 -3.11
H 1.04 -4.03 -1.45
H -0.58 -4.48 -2.08
O 3.93 -8.09 -3.37
C 4.07 -9.06 -2.67
O 3.66 -9.13 -1.38
C 4.09 -10.37 -0.80
C 4.32 -11.30 -1.98
C 4.77 -10.34 -3.06
H 5.00 -10.20 -0.23
H 3.32 -10.75 -0.13
H 5.03 -12.10 -1.77
H 3.37 -11.76 -2.28
H 5.85 -10.17 -3.04
H 4.46 -10.66 -4.05
O 6.18 2.64 -4.27
C 6.01 3.44 -3.39
O 6.99 3.83 -2.54
C 6.45 4.70 -1.55
C 5.17 5.26 -2.15
C 4.71 4.11 -3.03
H 6.26 4.12 -0.64
H 7.17 5.49 -1.31
H 4.44 5.57 -1.41
H 5.41 6.12 -2.78
H 4.09 3.40 -2.48
H 4.19 4.46 -3.92
O 7.89 0.54 6.77
C 7.42 -0.49 7.16
O 6.49 -0.57 8.14
C 6.22 -1.95 8.44
C 6.64 -2.72 7.21
C 7.79 -1.87 6.68
H 6.80 -2.23 9.33
H 5.16 -2.07 8.66
H 6.91 -3.75 7.41
H 5.83 -2.72 6.48
H 8.75 -2.16 7.13
H 7.86 -1.91 5.60
*
```

* E_LUMO: -0.0862 Eh
* Kohn-Sham gap: 7.128 eV

***

[3]
The molecule C5H4Cl2. Source: the Open Molecules 2025 dataset; level of theory: the ωB97M-V functional and the def2-TZVPD basis.

Structure (ORCA input):
```
! wB97M-V def2-TZVPD RIJCOSX def2/J DEFGRID3
* xyz 0 1
C 1.50 0.20 -0.08
C 0.04 0.08 0.13
C -0.59 0.19 1.34
C -0.90 -0.16 -0.95
C -1.75 -0.72 -1.62
H 2.05 0.31 0.81
H 1.85 -0.73 -0.50
H -1.64 0.07 1.38
H -2.41 -1.24 -2.25
Cl 1.80 1.52 -1.16
Cl 0.06 0.48 2.90
*
```

* E_LUMO: 0.0189 Eh
* Kohn-Sham gap: 9.648 eV
* SMILES: C#C/C(=C/Cl)CCl
* relative energy (zero: lowest compared OMol25 entry of this formula, charge and spin): 37.4 kcal per mole